# 1
# C20H47BO28S6Si2

A structure of composition C20H47BO28S6Si2 (the ωB97M-V functional and the def2-TZVPD basis, the Open Molecules 2025 dataset).

Atoms and positions in Å:
1 C 6.95008 -2.96587 0.33610
2 O 6.55812 -3.50041 -0.98119
3 C 5.07919 -3.34677 -1.18762
4 C 4.62908 -1.81217 -1.54016
5 C 3.20264 -1.33605 -0.86778
6 C 3.33584 -1.47616 0.75771
7 C 2.18188 -2.38013 1.48594
8 C 1.67943 -3.69317 0.64691
9 Si 0.65207 -4.81528 1.83479
10 C -0.97230 -3.91640 2.36220
11 B -2.07574 -3.71429 1.15991
12 O -1.78364 -3.58651 -0.28345
13 O -3.51274 -3.61126 1.59780
14 O 1.56048 -5.10526 3.35006
15 Si 2.65728 -6.46590 3.17238
16 H 6.16496 -3.16089 1.19085
17 H 7.98082 -3.40771 0.74147
18 H 7.14445 -1.80056 0.16856
19 H 4.59614 -3.77954 -0.19006
20 H 4.82202 -4.03567 -2.11694
21 H 5.45869 -1.07635 -1.09906
22 H 4.66481 -1.65711 -2.71037
23 H 3.11269 -0.16885 -1.10374
24 H 2.25082 -1.82574 -1.34007
25 H 4.44094 -1.81757 1.05534
26 H 3.23633 -0.37844 1.21681
27 H 2.66981 -2.79471 2.49396
28 H 1.22426 -1.78600 1.82459
29 H 2.52948 -4.35632 0.19333
30 H 0.92362 -3.30659 -0.18556
31 H 0.45739 -6.09219 1.16224
32 H -1.47733 -4.61047 3.18924
33 H -0.76525 -2.88587 2.92106
34 H -2.59932 -3.12496 -0.68112
35 H -4.10417 -3.74119 0.79964
36 H 2.07086 -7.76733 3.51151
37 H 3.74668 -6.24793 4.15781
38 H 3.31183 -6.54312 1.87284
39 C 3.94871 -2.24132 -6.40400
40 C 2.84957 -3.29614 -6.49867
41 O 1.99228 -3.04252 -5.38803
42 S 1.98892 -1.44155 -5.07605
43 O 0.82393 -0.86145 -5.70647
44 O 2.30762 -1.24728 -3.68067
45 O 3.29705 -1.04995 -5.96675
46 H 4.69546 -2.51661 -5.65225
47 H 4.44447 -2.07440 -7.36401
48 H 3.24438 -4.31404 -6.45650
49 H 2.26177 -3.17170 -7.41427
50 C -2.48367 1.16592 3.04482
51 C -2.94712 1.41150 1.61142
52 O -3.25202 0.11951 1.09126
53 S -3.80125 -0.82359 2.30342
54 O -5.24676 -0.81186 2.26473
55 O -3.02422 -2.04106 2.32310
56 O -3.31805 0.12075 3.54142
57 H -1.44701 0.81479 3.06916
58 H -2.57923 2.05890 3.66829
59 H -2.18183 1.90088 1.00429
60 H -3.86471 2.00896 1.59084
61 C 4.80761 3.28619 0.53848
62 C 6.04637 3.48934 1.40678
63 O 5.95380 2.49756 2.42688
64 S 5.21318 1.17825 1.81752
65 O 6.23182 0.22992 1.42488
66 O 4.10862 0.83400 2.68231
67 O 4.61884 1.87388 0.46817
68 H 3.92121 3.72536 1.00749
69 H 4.93291 3.70450 -0.46381
70 H 6.08893 4.48964 1.84421
71 H 6.96238 3.30257 0.83637
72 C -8.01832 2.25153 2.50778
73 C -6.49554 2.23640 2.40475
74 O -6.14874 3.48869 1.81799
75 S -7.23154 4.61323 2.29063
76 O -6.67041 5.33785 3.40920
77 O -7.75606 5.26566 1.11351
78 O -8.36298 3.58918 2.86426
79 H -8.48099 2.02661 1.54140
80 H -8.38821 1.54922 3.25959
81 H -6.12763 1.40901 1.79333
82 H -6.03390 2.18890 3.39670
83 C -3.73426 7.39861 2.92514
84 C -4.19047 7.24366 1.47684
85 O -3.50138 8.26361 0.75737
86 S -2.04987 8.51703 1.45688
87 O -1.05730 7.76492 0.72185
88 O -1.91876 9.92752 1.73925
89 O -2.34928 7.73336 2.85478
90 H -4.25941 8.22333 3.41769
91 H -3.87597 6.48137 3.50296
92 H -5.27154 7.35701 1.36628
93 H -3.88265 6.27539 1.06815
94 C -2.04761 -0.50575 -4.13525
95 C -2.26630 0.32266 -5.39844
96 O -3.65992 0.21419 -5.67923
97 S -4.47436 0.07367 -4.27304
98 O -4.96994 1.38165 -3.90599
99 O -5.31936 -1.09533 -4.34927
100 O -3.19590 -0.27100 -3.32192
101 H -2.00730 -1.57492 -4.36717
102 H -1.13773 -0.21509 -3.60335
103 H -1.67367 -0.03953 -6.24186
104 H -2.03880 1.37914 -5.22115

Atoms 1-3, force components in eV/Å:
0.9674 1.2088 0.2466
-1.4909 0.4591 1.4761
0.1698 -0.3561 -0.0129

Gap between HOMO and LUMO   9.110 eV
Calculated total energy   -5889.69185 Ha
Lowest unoccupied orbital energy   -0.12 eV
E_HOMO   -0.339 hartree

***

# 2
# C20H47NO2P3W

A structure of composition C20H47NO2P3W (the ωB97M-V functional and the def2-TZVPD basis, the Open Molecules 2025 dataset).

Atoms and positions in Å:
1 W 0.30394 0.08557 -1.14686
2 P -0.01440 -2.29722 -1.29943
3 P -0.00919 2.45361 -1.05157
4 N 0.56875 0.16593 -3.08909
5 C 0.14790 -2.29503 -3.14430
6 H 0.80501 -3.13886 -3.39314
7 H -0.86286 -2.53278 -3.50437
8 C 0.62652 -1.03746 -3.89778
9 H 1.63690 -1.19714 -4.32628
10 H -0.03821 -0.86995 -4.77057
11 C 0.61230 1.44582 -3.77515
12 H -0.05860 1.36266 -4.65506
13 H 1.61897 1.65164 -4.19190
14 C 0.12900 2.61922 -2.89823
15 H -0.89009 2.87623 -3.22107
16 H 0.77508 3.48939 -3.07684
17 C 1.41847 3.43312 -0.33485
18 C 1.64127 3.18480 1.15743
19 H 2.49881 3.78618 1.49304
20 H 1.86865 2.13664 1.37974
21 H 0.77551 3.48496 1.75839
22 C -1.58160 3.28992 -0.48145
23 C -1.69448 3.31894 1.04517
24 H -2.69997 3.65972 1.33235
25 H -0.98861 4.03185 1.49301
26 H -1.54022 2.32558 1.48739
27 C -1.59434 -3.18933 -0.84009
28 C -1.73119 -3.37631 0.67142
29 H -2.73484 -3.76011 0.90698
30 H -1.59617 -2.43310 1.21706
31 H -1.02392 -4.12382 1.05327
32 C 1.39079 -3.35817 -0.65090
33 C 1.55575 -3.29858 0.87081
34 H 2.50309 -3.79263 1.13356
35 H 0.75533 -3.83687 1.39224
36 H 1.60557 -2.27680 1.26545
37 C 1.82448 -0.06248 0.04522
38 O 2.78477 -0.13094 0.75761
39 C -1.84061 4.67031 -1.09372
40 H -1.12553 5.42508 -0.75341
41 H -1.82599 4.64858 -2.18809
42 H -2.83557 5.00779 -0.77556
43 C -1.82801 -4.50276 -1.59037
44 H -2.81922 -4.88771 -1.31744
45 H -1.80163 -4.37193 -2.67704
46 H -1.10377 -5.27412 -1.31312
47 C 1.34746 -4.81758 -1.11620
48 H 2.33384 -5.26648 -0.93475
49 H 0.62981 -5.40597 -0.53050
50 H 1.12387 -4.92874 -2.18371
51 C 1.34850 4.93552 -0.62151
52 H 0.62694 5.43754 0.03434
53 H 2.33094 5.37321 -0.39799
54 H 1.10980 5.16192 -1.66699
55 H 2.27606 3.01310 -0.88646
56 H 2.26776 -2.87271 -1.11369
57 H -2.34981 2.59687 -0.86482
58 H -2.35627 -2.46166 -1.16376
59 H -1.40209 -0.50472 -1.26087
60 H -1.22246 0.00738 -0.30788
61 C -0.69112 -1.78471 4.38568
62 P -0.32581 -0.18797 3.62399
63 C -1.03138 1.14756 4.61353
64 C 1.47030 0.02454 3.75452
65 O -0.82964 -0.13467 2.20849
66 H -0.10696 -2.56768 3.87797
67 H -1.76514 -2.00375 4.30995
68 H -0.40628 -1.75050 5.44464
69 H -0.88660 0.93368 5.67926
70 H -0.51710 2.08484 4.35695
71 H -2.10553 1.23932 4.40760
72 H 1.95923 -0.24356 2.81132
73 H 1.68756 1.07262 3.98754
74 H 1.87625 -0.60680 4.55092

Atoms 1-3, force components in eV/Å:
-0.4171 1.5455 -2.8292
-0.1893 -2.7721 -0.5368
-0.6933 2.8747 0.7977

2S+1   3
Gap between HOMO and LUMO (spin up / spin down)   5.451 / 4.882 eV
<S²>   2.05
Calculated total energy   -2085.50749 Ha
Total charge   +3
Lowest unoccupied orbital energy (spin up / spin down)   -12.78 / -13.35 eV
E_HOMO (spin up / spin down)   -0.670 / -0.670 hartree

***

# 3
# C20H48Cl8N2O10P2

A cluster of 8 separate species, C20H48Cl8N2O10P2 in total (the ωB97M-V functional and the def2-TZVPD basis, the Open Molecules 2025 dataset).

Atoms and positions in Å:
1 C -2.79487 -8.49831 -5.86255
2 C -1.99765 -9.26495 -4.82114
3 O -0.97617 -8.78640 -4.37226
4 N -2.41361 -10.61427 -4.60915
5 C -1.78653 -11.50162 -3.63482
6 H -3.35919 -9.29619 -6.34527
7 H -2.13626 -7.98470 -6.56293
8 H -3.40248 -7.68849 -5.45869
9 H -3.28631 -10.89745 -5.03140
10 H -1.47378 -12.38246 -4.19553
11 H -2.44329 -11.84240 -2.83440
12 H -0.90142 -11.06005 -3.17687
13 C -1.51541 -1.84870 -0.50935
14 C -0.28276 -1.13124 -0.86071
15 O 0.31751 -1.49068 -1.89426
16 N 0.17531 -0.05255 -0.23309
17 C 1.46978 0.56653 -0.54014
18 H -1.59485 -1.88821 0.57704
19 H -1.21347 -2.81139 -0.92184
20 H -2.47274 -1.53406 -0.92481
21 H -0.23980 0.13395 0.66857
22 H 1.65429 0.57025 -1.61440
23 H 2.30535 0.04120 -0.07759
24 H 1.50897 1.60997 -0.22737
25 C -3.14376 -1.78329 6.98459
26 O -2.77890 -0.82062 6.00356
27 P -3.52265 0.64276 5.98134
28 O -4.88381 0.65312 6.60208
29 O -2.45072 1.67965 6.61348
30 C -1.22070 1.89664 5.98569
31 O -3.50734 1.01222 4.40928
32 C -4.18532 2.13335 3.79263
33 H -3.40767 -1.34958 7.94913
34 H -2.43707 -2.55402 7.29228
35 H -3.95709 -2.43375 6.66287
36 H -1.31046 1.79646 4.90402
37 H -0.49170 1.18205 6.36778
38 H -0.90790 2.92669 6.15672
39 H -3.48877 2.93604 3.55053
40 H -4.90615 2.55243 4.49469
41 H -4.76902 1.66484 3.00024
42 C 6.51172 7.51048 4.88094
43 O 7.34493 7.11728 5.93654
44 P 7.42738 7.96181 7.37148
45 O 7.46659 7.14628 8.59052
46 O 6.23756 9.05320 7.31391
47 C 6.30626 10.45588 7.62881
48 O 8.79817 8.84404 7.09024
49 C 9.56001 9.26954 8.24705
50 H 5.67996 8.12289 5.22914
51 H 6.10587 6.66799 4.32095
52 H 6.96944 8.22442 4.19619
53 H 7.27029 10.86525 7.93074
54 H 5.58128 10.56657 8.43520
55 H 5.94464 11.01862 6.76820
56 H 9.56402 8.38847 8.88878
57 H 9.24279 10.13992 8.82141
58 H 10.53051 9.61917 7.89491
59 Cl 1.92730 -1.93457 -10.23775
60 C 0.56971 -1.91593 -9.15084
61 C 0.49617 -0.50678 -8.50542
62 Cl -0.50479 0.58339 -9.58234
63 H 0.75469 -2.68948 -8.40552
64 H -0.40524 -2.21230 -9.53780
65 H 1.44205 -0.10860 -8.13816
66 H -0.05787 -0.62123 -7.57374
67 Cl -8.42514 -1.91665 -4.73773
68 C -8.64271 -3.62289 -5.24560
69 C -8.59979 -3.78089 -6.72640
70 Cl -8.59317 -5.54674 -7.13566
71 H -9.51959 -4.02320 -4.73675
72 H -7.76475 -4.14369 -4.86342
73 H -7.63952 -3.35327 -7.01472
74 H -9.22104 -3.19456 -7.40343
75 Cl 4.99316 -6.54689 0.35109
76 C 3.55932 -7.60258 0.77194
77 C 2.47186 -6.68381 1.39441
78 Cl 1.21681 -7.65851 2.23066
79 H 3.89126 -8.35901 1.48309
80 H 3.20474 -8.03787 -0.16235
81 H 2.04837 -6.12124 0.56238
82 H 2.98120 -6.03457 2.10656
83 Cl -2.18499 5.78712 -5.27453
84 C -1.14190 7.09788 -4.68317
85 C -0.96789 8.17013 -5.79513
86 Cl 0.15717 7.69776 -7.16478
87 H -0.21505 6.69875 -4.27117
88 H -1.75271 7.55950 -3.90734
89 H -0.46795 9.01519 -5.32179
90 H -1.92271 8.55097 -6.15757

Atoms 1-3, force components in eV/Å:
-0.1400 -0.7463 0.1582
0.4865 -0.8873 -0.4083
-0.3081 -0.5603 0.6421

SMILES   COP(=O)(OC)OC.COP(=O)(OC)OC.CNC(C)=O.CNC(C)=O.ClCCCl.ClCCCl.ClCCCl.ClCCCl
Gap between HOMO and LUMO   9.695 eV
Calculated total energy   -6017.11020 Ha
Lowest unoccupied orbital energy   0.20 eV
E_HOMO   -0.349 hartree